Below is 12 unconnected molecules or ions with the total composition C32H92N20O16, with properties calculated with ωB97M-V with the def2-TZVPD basis set.

Computed properties:
**Kohn-Sham gap**: 8.81 eV
**Net charge**: 0
**DFT total energy**: -3573.54454 hartree
**Relative energy (zero: lowest compared OMol25 entry of this formula, charge and spin)**: 12.9 kcal per mole
**SMILES string**: COCCNCCOC.COCCNCCOC.COCCNCCOC.COCCNCCOC.NC(N)=O.NC(N)=O.NC(N)=O.NC(N)=O.NC(N)=O.NC(N)=O.NC(N)=O.NC(N)=O

```
160
Properties=species:S:1:pos:R:3:forces:R:3
C 22.532 13.045 21.655 -1.5 0.1 -0.5
O 21.986 12.941 22.737 -0.6 0.4 2.1
N 22.991 11.955 21.052 1.9 -1.3 -1.6
N 22.468 14.227 20.956 1.4 -0.7 -0.9
H 23.344 11.191 21.633 -0.5 0.2 -0.2
H 23.270 11.910 20.060 -0.4 0.3 0.9
H 23.291 14.336 20.337 -1.1 0.7 0.6
H 22.054 14.973 21.498 0.4 0.2 -0.4
C 18.736 15.203 23.510 1.2 0.6 2.2
O 18.013 16.041 24.093 0.6 -0.4 -1.3
N 18.267 13.974 23.162 0.2 0.4 -1.6
N 20.123 15.394 23.372 -1.0 0.3 0.4
H 18.891 13.491 22.438 -1.7 0.2 0.9
H 17.239 14.105 23.026 1.3 -1.0 -0.2
H 20.665 14.520 23.363 0.1 0.5 0.0
H 20.479 16.192 23.933 -0.4 -1.1 -0.6
C 20.477 12.276 17.477 2.6 -0.6 2.8
O 21.459 11.679 18.052 -1.4 1.1 -1.4
N 19.415 11.603 17.079 -2.1 -1.9 -1.7
N 20.433 13.638 17.419 0.0 -0.1 -0.2
H 18.628 12.057 16.586 0.8 -0.1 0.7
H 19.393 10.554 17.021 0.3 1.6 0.2
H 19.526 14.010 17.163 -0.1 0.2 0.1
H 20.921 14.110 18.175 -0.1 -0.3 -0.4
C 20.180 6.171 20.156 -2.5 1.5 1.9
O 19.932 7.147 20.890 0.3 0.0 -0.1
N 21.403 5.784 19.894 3.5 -0.9 -1.2
N 19.123 5.402 19.798 -1.7 -1.8 -1.8
H 21.779 5.255 19.091 -1.3 0.2 0.7
H 22.165 6.396 20.216 -0.6 0.3 -0.2
H 19.239 4.742 19.003 -0.3 0.7 1.2
H 18.130 5.637 20.057 2.1 0.0 -0.4
C 17.014 14.356 18.087 -1.4 1.2 1.5
O 17.542 14.028 17.044 0.6 -0.8 -1.1
N 15.880 15.161 18.077 0.4 0.1 0.8
N 17.459 13.957 19.334 0.3 0.3 0.9
H 15.560 15.458 17.158 0.3 -0.1 0.6
H 15.464 15.588 18.946 0.5 -0.7 -1.1
H 17.364 14.593 20.171 0.0 -1.1 -1.5
H 18.177 13.211 19.397 -0.6 1.0 -0.1
C 22.773 8.842 19.154 -1.5 -2.1 2.0
O 23.275 7.788 19.630 0.1 1.1 -0.6
N 23.268 9.384 18.037 -0.1 0.6 0.0
N 21.600 9.329 19.711 0.7 1.4 -0.8
H 22.856 10.202 17.613 -0.1 0.0 0.0
H 23.991 8.831 17.632 0.3 0.1 -0.4
H 21.358 10.320 19.509 0.3 -1.0 -0.1
H 21.350 9.028 20.648 0.5 -0.2 -0.4
C 15.667 16.398 21.504 0.5 0.6 -2.1
O 14.801 16.287 20.631 0.2 0.0 0.6
N 15.458 16.299 22.814 -0.8 -0.2 -0.1
N 16.989 16.660 21.131 -0.1 -0.4 1.1
H 16.219 16.208 23.448 0.8 0.1 0.8
H 14.551 15.969 23.055 -0.5 -0.2 0.3
H 17.594 16.857 21.929 0.0 0.2 -0.6
H 17.103 17.217 20.301 0.0 0.0 0.0
C 19.305 10.808 21.353 1.1 1.4 0.6
O 19.267 12.013 21.001 -0.4 -1.2 0.1
N 20.312 10.408 22.210 -0.6 -0.5 1.2
N 18.409 9.881 20.930 -0.3 -0.5 -1.7
H 20.211 9.529 22.746 0.0 0.7 -0.8
H 20.774 11.156 22.754 -0.3 -0.3 -0.8
H 18.001 10.150 19.998 0.6 -0.4 1.6
H 18.610 8.866 21.024 0.2 0.9 -0.1
C 19.141 7.875 17.408 -0.3 -0.1 -0.4
O 18.132 8.815 16.988 0.3 -0.1 0.6
C 16.871 8.768 17.678 -0.4 -0.2 -2.4
C 15.915 9.769 16.881 0.7 -0.1 1.0
N 15.807 9.603 15.434 2.1 -0.4 0.0
C 15.068 8.442 14.958 0.8 -0.1 1.1
C 15.528 8.018 13.579 -1.5 0.6 -1.5
O 16.909 8.156 13.418 1.0 -0.5 0.3
C 17.390 7.951 12.080 -0.3 0.6 0.4
H 19.633 8.124 18.365 -0.3 0.1 -0.3
H 19.902 7.831 16.608 -0.3 0.3 0.3
H 18.706 6.869 17.469 0.0 0.1 0.1
H 16.934 9.030 18.711 0.2 0.5 0.8
H 16.493 7.732 17.669 0.0 0.1 -0.2
H 16.333 10.785 17.082 -0.4 -0.6 -0.2
H 14.930 9.705 17.343 -0.1 0.1 0.1
H 16.797 9.425 15.138 -1.1 0.5 0.0
H 14.028 8.685 14.943 -0.9 0.1 -0.3
H 15.143 7.592 15.658 0.2 0.0 -0.1
H 14.967 8.609 12.771 0.8 -0.3 0.9
H 15.140 7.000 13.452 0.5 -0.3 -0.2
H 16.779 8.679 11.506 0.6 -0.7 -0.5
H 17.251 6.897 11.781 -0.2 0.4 -0.1
H 18.493 8.181 11.981 -1.3 0.0 0.5
C 24.964 14.434 24.001 0.1 0.1 1.7
O 25.224 13.088 24.327 0.1 -0.4 0.4
C 24.890 12.715 25.687 1.2 -1.4 -2.0
C 25.334 11.230 25.927 -0.1 1.7 -0.8
N 24.926 10.297 24.917 -1.1 -0.6 -0.9
C 23.441 10.208 24.739 1.2 0.7 0.6
C 23.017 8.970 24.061 1.8 -0.6 -0.6
O 23.548 9.020 22.702 -0.2 -1.1 1.1
C 24.363 7.851 22.509 -0.8 -0.4 -0.5
H 25.361 15.074 24.810 0.7 0.1 -0.5
H 23.925 14.729 24.075 -0.8 -0.5 -0.5
H 25.373 14.641 23.022 0.1 0.1 -0.1
H 23.843 12.821 25.759 -1.4 0.2 0.6
H 25.431 13.302 26.389 0.3 1.0 0.7
H 24.940 11.019 26.915 -0.1 -0.6 0.2
H 26.420 11.200 25.972 0.2 0.1 0.1
H 25.341 10.550 24.002 -0.3 -0.1 0.9
H 23.041 11.025 24.153 -0.1 0.7 -0.1
H 22.984 10.265 25.719 -0.1 0.0 0.3
H 21.962 8.931 24.037 -1.2 -0.3 -0.2
H 23.424 8.081 24.595 -0.4 0.5 -0.4
H 23.733 6.884 22.501 0.8 1.3 0.6
H 25.174 7.871 23.281 -0.5 -0.4 -0.8
H 24.690 7.918 21.475 0.6 0.0 0.1
C 19.539 12.194 26.228 2.3 1.0 -1.2
O 20.753 11.427 26.320 -0.8 -0.4 -0.7
C 20.788 10.576 27.441 1.2 0.9 0.5
C 19.984 9.319 27.423 -1.5 0.7 -0.9
N 20.381 8.507 26.333 0.2 1.2 -1.6
C 19.790 7.215 26.177 -2.2 0.2 -0.6
C 20.796 6.260 25.675 1.8 -0.3 -2.3
O 20.939 6.320 24.205 0.1 0.6 1.5
C 20.434 5.181 23.572 0.8 -0.3 0.0
H 18.654 11.639 26.190 -1.3 -1.2 0.3
H 19.630 12.679 25.241 -0.2 0.1 0.5
H 19.508 12.960 27.003 -0.1 0.0 0.2
H 20.424 11.172 28.227 -0.7 0.7 1.6
H 21.856 10.442 27.720 -0.5 -0.5 -0.6
H 18.866 9.567 27.508 1.1 -0.3 -0.3
H 20.245 8.791 28.283 0.2 -0.8 1.9
H 20.360 9.095 25.483 0.0 -0.8 0.5
H 18.815 7.224 25.501 1.7 -0.2 1.3
H 19.513 6.830 27.162 -0.3 0.3 0.1
H 20.563 5.231 25.929 0.0 -0.2 0.2
H 21.810 6.575 26.048 -1.0 -0.5 0.0
H 19.363 5.128 23.697 -0.5 -0.3 0.0
H 20.947 4.276 23.975 -0.5 0.3 -0.3
H 20.678 5.291 22.518 -0.1 -0.1 0.0
C 15.772 10.058 23.465 0.3 2.0 -1.1
O 15.286 9.736 22.177 -0.7 0.0 -0.3
C 15.459 10.722 21.141 -0.2 -0.6 0.7
C 14.296 11.660 20.864 -0.8 -2.3 -0.8
N 13.107 10.868 20.342 1.0 2.1 1.1
C 12.040 11.829 19.988 -0.7 0.0 1.7
C 10.762 11.012 20.111 0.6 -1.8 -1.1
O 10.782 10.393 21.389 0.0 0.6 0.0
C 10.012 9.226 21.531 0.6 0.0 -0.1
H 15.258 10.932 23.917 -0.1 -0.3 -0.2
H 16.823 10.374 23.341 -0.1 -0.5 0.5
H 15.611 9.236 24.122 0.2 -0.8 0.3
H 15.796 10.142 20.270 -0.6 0.3 0.0
H 16.253 11.380 21.400 1.2 0.5 0.4
H 14.633 12.205 19.999 0.2 1.1 0.0
H 14.056 12.260 21.770 0.1 0.0 -0.7
H 12.751 10.476 21.207 -0.1 -0.7 -0.2
H 12.149 12.234 18.987 0.1 0.1 0.0
H 11.943 12.683 20.759 0.4 -0.9 -1.1
H 10.748 10.226 19.278 0.3 0.6 1.1
H 9.855 11.530 19.949 -1.0 1.1 0.1
H 8.977 9.469 21.784 0.0 -0.2 0.2
H 10.533 8.599 22.285 -0.7 0.3 -0.3
H 10.034 8.724 20.570 -0.2 -0.5 -0.1
```
Positions in Å, forces in eV/Å.

Atomic partial charges in e from the Mulliken method, atoms 1 to 5: -0.259, 0.118, -0.034, -0.384, 0.126